{
  "formula": "C17H16N6",
  "method": "ωB97M-V/def2-TZVPD",
  "species": ["N", "N", "N", "N", "C", "C", "C", "C", "C", "C", "C", "C", "C", "C", "C", "C", "C", "C", "N", "N", "C", "C", "C", "H", "H", "H", "H", "H", "H", "H", "H", "H", "H", "H", "H", "H", "H", "H", "H"],
  "xyz": [[-2.11, 0.73, -1.66], [4.72, 4.79, 1.35], [1.68, 0.63, 0.98], [2.95, -1.37, 2.56], [-1.02, 0.64, -0.83], [-1.01, -0.70, -0.24], [-0.01, -1.22, 0.54], [-0.10, -2.51, 1.04], [-2.12, -1.40, -0.79], [3.45, -0.11, 2.45], [3.91, 4.42, 2.43], [4.70, 3.90, 0.36], [1.22, -0.62, 1.12], [2.80, 0.91, 1.66], [1.80, -1.58, 1.87], [3.19, 3.26, 2.51], [4.06, 2.64, 0.36], [3.27, 2.27, 1.50], [1.11, -2.71, 1.83], [-2.67, -0.48, -1.68], [-5.58, -2.27, -3.28], [-3.82, -0.76, -2.50], [-4.60, -2.11, -2.13], [-0.22, 1.38, -0.67], [-0.89, -3.18, 0.75], [-2.28, -2.42, -0.54], [4.46, 0.21, 2.92], [3.87, 5.01, 3.27], [5.37, 4.19, -0.47], [2.74, 2.85, 3.40], [4.15, 1.91, -0.44], [1.22, -3.46, 2.51], [-6.05, -3.24, -3.14], [-6.31, -1.46, -3.18], [-5.03, -2.26, -4.26], [-3.40, -0.98, -3.52], [-4.39, 0.10, -2.70], [-5.08, -1.99, -1.22], [-4.01, -3.00, -2.15]],
  "lowdin_charge": [0.07, 0.07, 0.21, 0.15, -0.04, -0.20, -0.14, 0.04, 0.02, -0.04, -0.11, -0.17, -0.16, -0.25, -0.34, -0.02, 0.01, -0.18, 0.10, -0.19, -0.13, -0.13, -0.22, 0.10, 0.11, 0.10, 0.14, 0.07, 0.11, 0.11, 0.11, 0.16, 0.07, 0.08, 0.09, 0.13, 0.10, 0.08, 0.09],
  "mol_weight_da": 304.36,
  "e_tot_ev": -26826.6209,
  "e_lumo_ev": -0.1,
  "spin_multiplicity": 1,
  "gap_ha": 0.2827,
  "e_above_lowest_kcal_mol": 0.00,
  "smiles": "CCCn1cc(-c2c[nH]c3ncc(-c4ccncc4)nc23)cn1",
  "e_homo_ev": -7.76
}